Here is 5 unconnected molecules or ions with the total composition CH12O4S at a distorted geometry from OMol25. Energies are from wB97M-V/def2-TZVPD.

Last column: Mulliken charge in e.
CARTESIAN COORDINATES (ANGSTROEM)
C: -0.14185 4.41078 0.18583  -0.715
S: 1.30948 3.11629 0.32682  -0.154
H: 0.18068 4.96033 -0.70701  0.237
H: -0.99494 3.92953 0.07836  0.320
H: -0.06507 5.24087 0.98492  0.243
H: 0.56824 2.09340 0.47622  0.069
H: 0.49754 -2.11997 0.67303  0.342
H: 1.47390 -2.45719 -0.62928  0.358
O: 0.73453 -1.91144 -0.19051  -0.657
H: 1.98173 -1.36203 -2.61077  0.316
H: 0.92695 -2.38626 -3.09160  0.332
O: 1.84878 -2.23665 -2.77048  -0.659
H: -1.69909 -2.14282 -0.44486  0.340
H: -3.20364 -2.60714 0.10082  0.313
O: -2.46130 -2.00661 0.20294  -0.655
H: -1.01725 -1.72655 2.21448  0.332
H: 0.27413 -0.98164 2.56355  0.327
O: -0.21282 -1.81290 2.63755  -0.689

Atomic forces in eV per Å
C 6.385 3.087 0.937
S -0.140 2.799 -0.091
H -0.599 -0.345 -0.076
H -3.979 -1.970 -0.301
H -0.416 -1.928 -0.762
H -1.255 -1.667 0.280
H 0.002 -1.227 2.591
H -1.865 1.006 1.490
O 1.646 0.171 -4.055
H 0.214 4.007 0.589
H 1.237 0.557 0.506
O -1.357 -4.582 -1.085
H -1.826 -0.208 1.144
H 0.462 -0.240 -0.529
O 1.618 0.507 -0.481
H -2.844 0.532 -1.503
H -0.381 -0.117 0.012
O 3.096 -0.380 1.332

Values from the calculation:
SMILES string = CS.O.O.O.O
HOMO = -9.13 eV
Relative energy (zero: lowest compared OMol25 entry of this formula, charge and spin) = 35.3 kcal per mole
HOMO-LUMO gap = 9.600 eV